No. 1
A structure of composition C30H27CaCl3N7O7S2 in a non-equilibrium geometry. Source: OMol25; level of theory: ωB97M-V/def2-TZVPD.

Last column: Mulliken charge in e.
Element x y z (Å)
Ca1 -0.58921 -0.06543 0.72463  3.00
Cl1 -2.54506 -6.99794 -2.59188  -0.28
C1 -1.99349 -5.50384 -1.84534  0.09
C2 -0.65000 -5.37824 -1.46003  -0.62
C3 -0.19644 -4.22366 -0.87276  -0.72
C4 -1.06714 -3.11933 -0.63699  -0.87
O1 -0.63366 -2.05235 -0.08804  -0.18
C5 -2.42050 -3.27770 -1.04002  1.38
C6 -3.41186 -2.21925 -0.85446  -0.66
O2 -3.22167 -1.12976 -0.35600  -0.29
C7 -2.86030 -4.46636 -1.63707  -0.87
H1 0.02632 -6.20766 -1.63056  0.40
H2 0.83556 -4.10983 -0.56469  0.45
H3 -4.42804 -2.47889 -1.22227  0.09
H4 -3.90132 -4.55393 -1.93284  0.35
Cl2 4.44293 -1.39264 6.36220  -0.27
C8 3.11263 -1.28707 5.22082  0.15
C9 2.11561 -2.27210 5.23341  -0.68
C10 1.06914 -2.21367 4.35794  0.24
Cl3 -0.13231 -3.48480 4.39976  -0.26
C11 0.91943 -1.16515 3.38643  -0.56
O3 -0.05385 -1.12403 2.58773  0.28
C12 1.96122 -0.18701 3.41857  1.28
C13 1.96070 0.96054 2.53162  -0.62
O4 1.10597 1.25173 1.70795  -0.32
C14 3.03205 -0.26450 4.32162  -1.13
H5 2.17712 -3.09007 5.93908  0.45
H6 2.82791 1.63261 2.65154  0.11
H7 3.79811 0.50287 4.29517  0.39
N1 -2.94607 -2.25832 2.51420  -0.26
C15 -3.22284 -0.97419 2.88447  0.20
N2 -2.63144 0.07689 2.39684  0.43
C16 -3.12904 1.22657 2.98234  -0.30
C17 -4.11103 1.05198 3.89151  -0.55
S1 -4.44951 -0.62988 4.05386  -0.30
C18 -2.51953 2.51459 2.58084  -0.29
C19 -2.85788 3.74005 3.03585  -0.57
S2 -1.88389 4.93194 2.25298  -0.30
C20 -1.08732 3.67445 1.36933  0.22
N3 -1.50379 2.47673 1.64243  0.36
N4 -0.10390 3.94690 0.45911  -0.30
H8 -2.04829 -2.37548 2.05223  -0.09
H9 -3.08495 -2.94382 3.23935  0.28
H10 -4.62959 1.79383 4.47606  0.43
H11 -3.60101 4.00709 3.76904  0.41
H12 -0.03635 4.89522 0.13420  0.25
H13 0.12804 3.23061 -0.23463  0.13
C21 -2.22336 2.52591 -3.30622  -0.87
C22 -2.37986 1.98473 -1.95531  0.52
N5 -2.42040 1.50275 -0.91546  -0.23
H14 -1.20543 2.90261 -3.40384  0.05
H15 -2.94056 3.32592 -3.48284  0.42
H16 -2.38520 1.73759 -4.03982  0.26
C23 3.86080 2.69636 -1.54431  -1.09
C24 3.15320 2.57861 -2.88832  -1.50
C25 2.28172 1.31924 -3.04072  2.94
C26 1.58623 1.34231 -4.40560  -1.61
C27 0.66493 0.15256 -4.64366  -1.14
C28 3.22015 0.13093 -2.98371  -0.15
O5 4.06053 -0.07851 -3.84213  -0.71
N6 3.09900 -0.66261 -1.88958  0.21
C29 2.12236 -0.56291 -0.87975  -0.64
O6 2.24176 -1.29344 0.08320  -0.63
N7 1.11644 0.36932 -1.00470  1.33
C30 1.22006 1.33041 -1.93371  -1.35
O7 0.42308 2.28667 -1.97502  -0.84
H17 4.41653 3.63351 -1.48443  0.48
H18 4.57347 1.88186 -1.39161  0.30
H19 3.15164 2.67967 -0.71179  0.13
H20 3.88212 2.56193 -3.70152  0.49
H21 2.48951 3.43055 -3.04179  0.40
H22 2.36964 1.37296 -5.16488  0.52
H23 1.02505 2.27688 -4.45775  0.42
H24 1.22112 -0.78794 -4.64746  0.33
H25 0.15923 0.23546 -5.60753  0.48
H26 -0.10440 0.07721 -3.87024  0.11
H27 3.75917 -1.41824 -1.77503  0.30

Properties
Charge: -1
DFT total energy, eV: -133998.550
HOMO-LUMO gap, eV: 7.068
Relative energy (zero: lowest compared OMol25 entry of this formula, charge and spin), kcal/mol: 27.76

No. 2
A structure of composition C30H27ClHgN6O7P3. Source: OMol25; level of theory: ωB97M-V/def2-TZVPD.

Last column: Mulliken charge in e.
Element x y z (Å)
Hg1 -1.01434 -0.07414 2.09308  0.61
Cl1 1.98077 2.22004 0.37171  -0.13
C1 2.90765 1.09433 -0.57047  0.61
C2 4.28974 1.16933 -0.51170  -0.72
C3 5.05258 0.28566 -1.25715  -0.45
C4 4.42714 -0.66202 -2.05297  -0.77
C5 3.04282 -0.73031 -2.09276  -0.50
C6 2.24763 0.14586 -1.35499  -0.08
P1 0.42431 -0.00492 -1.15774  1.51
C7 0.04053 -1.52203 -2.12416  0.11
C8 0.15635 -1.61085 -3.51265  0.00
C9 -0.22444 -2.76471 -4.17871  -0.72
C10 -0.75160 -3.83800 -3.46704  -0.67
C11 -0.89279 -3.75514 -2.09108  -0.85
C12 -0.48819 -2.60354 -1.42556  -0.16
C13 -0.20692 1.23936 -2.34865  0.31
C14 0.56827 2.19490 -2.99395  -0.56
C15 -0.01994 3.11505 -3.85532  -0.52
C16 -1.38733 3.08547 -4.07974  -0.59
C17 -2.17111 2.13876 -3.42773  -0.55
C18 -1.58978 1.22664 -2.56272  -0.35
H1 4.75100 1.90353 0.13464  0.42
H2 6.13343 0.33001 -1.20104  0.34
H3 5.01600 -1.36580 -2.62884  0.34
H4 2.56643 -1.49611 -2.69020  0.28
H5 0.52768 -0.76008 -4.07393  0.46
H6 -0.13454 -2.81921 -5.25770  0.38
H7 -1.07915 -4.72771 -3.99170  0.38
H8 -1.36137 -4.55879 -1.53454  0.38
H9 -0.64581 -2.51155 -0.35858  0.09
H10 1.63916 2.22372 -2.82954  0.28
H11 0.59767 3.85539 -4.35123  0.37
H12 -1.84602 3.80349 -4.74967  0.32
H13 -3.24335 2.11688 -3.58011  0.43
H14 -2.21504 0.50133 -2.04821  0.34
O1 -1.89120 -3.55967 1.89668  -0.39
P2 -3.35882 -3.88332 1.27181  0.72
O2 -3.35672 -5.22992 0.66374  -0.75
O3 -4.34959 -3.41705 2.29278  -0.83
O4 -3.44722 -2.78897 0.03404  -0.29
P3 -3.50231 -1.19673 0.18881  0.43
O5 -4.34556 -0.95400 1.51370  -0.55
O6 -4.14031 -0.56626 -0.99666  -0.89
O7 -2.06220 -0.71949 0.41470  0.35
H15 -1.23706 -4.15298 1.51353  0.27
H16 -4.45355 -1.83475 2.00267  0.44
C19 3.48670 -2.01494 1.41529  -1.12
C20 4.17642 -1.23493 2.37697  -0.55
C21 3.47425 -0.39038 3.18723  -0.79
C22 2.05412 -0.27907 3.08225  1.46
N1 1.40891 -1.00222 2.09184  0.16
C23 2.11980 -1.82253 1.33071  -0.16
C24 1.27307 0.56012 3.93905  0.00
C25 1.85083 1.22052 5.06346  -1.04
C26 1.11546 2.03394 5.89439  -0.52
C27 -0.24736 2.24844 5.67029  -0.72
C28 -0.84030 1.60899 4.58043  -0.28
C29 -0.12557 0.78286 3.72708  0.05
H17 3.99424 -2.69156 0.74152  0.47
H18 5.25695 -1.29229 2.46254  0.36
H19 4.01134 0.21971 3.90092  0.17
H20 1.55307 -2.36716 0.57617  0.41
H21 2.89715 1.06853 5.29514  0.23
H22 1.60696 2.50613 6.73989  0.34
H23 -0.82995 2.88819 6.32207  0.35
H24 -1.89648 1.77172 4.39591  0.31
N2 -4.36539 2.01733 0.25884  -0.94
N3 -3.30637 2.84942 -0.06791  1.14
N4 -3.45362 3.88251 -0.87019  -0.83
C30 -2.22698 4.38011 -0.87085  -0.22
N5 -1.38692 3.69700 -0.07976  -0.50
N6 -2.09378 2.71183 0.41305  0.12
H25 -4.33478 1.19250 -0.36159  0.43
H26 -4.18561 1.67186 1.19758  0.35
H27 -1.93907 5.24165 -1.44718  0.48

Properties
Multiplicity: 2
Charge: -2
DFT total energy, eV: -99393.065
HOMO-LUMO gap (spin up / spin down), eV: 3.611 / 6.886
Relative energy (zero: lowest compared OMol25 entry of this formula, charge and spin), kcal/mol: 0.00

No. 3
A cluster of 2 separate species, C30H27ClO3 in total in a non-equilibrium geometry. Source: OMol25; level of theory: ωB97M-V/def2-TZVPD.

Last column: Mulliken charge in e.
Element x y z (Å)
C1 -3.22208 1.06140 -4.38071  -1.13
C2 -1.82999 1.60305 -4.19508  -0.22
O1 -1.07512 0.58232 -3.49947  -0.34
C3 0.25498 0.90647 -3.38461  0.54
C4 1.04188 -0.22872 -2.95333  -1.26
C5 2.41861 -0.29489 -3.22077  1.15
C6 3.19594 0.89277 -3.43533  -0.74
C7 4.53444 0.80464 -3.78796  0.20
Cl1 5.40612 2.24851 -4.09371  -0.24
C8 5.17331 -0.44138 -3.89678  -0.50
C9 4.44147 -1.60936 -3.62414  -0.58
C10 3.10128 -1.54574 -3.27892  -0.38
O2 0.63249 2.05300 -3.64013  -0.73
H1 -3.85165 1.79833 -4.87733  0.41
H2 -3.21584 0.15839 -4.99932  0.28
H3 -3.68337 0.82350 -3.41749  0.22
H4 -1.35208 1.81155 -5.15884  0.36
H5 -1.83265 2.52871 -3.60681  0.27
H6 0.47780 -1.11114 -2.66380  0.54
H7 2.70654 1.85726 -3.34732  0.58
H8 6.21715 -0.47050 -4.19166  0.41
H9 4.93651 -2.57264 -3.70753  0.39
H10 2.51965 -2.45432 -3.08541  0.35
C11 4.68747 -3.96542 2.76779  -1.39
C12 3.61603 -3.18133 2.06944  1.08
C13 3.95763 -2.33599 1.00286  -0.64
C14 3.00953 -1.53880 0.38478  -0.64
C15 1.63613 -1.54756 0.80058  0.80
C16 0.71422 -0.65227 0.20104  -0.51
C17 -0.57271 -0.28780 0.68962  0.07
C18 -1.04471 -0.50929 2.02302  -1.09
C19 -2.28742 -0.06195 2.45267  -0.50
C20 -3.11393 0.62740 1.55419  1.20
O3 -4.37414 1.10622 1.87190  -0.50
C21 -4.57448 1.82982 3.05561  0.26
C22 -4.90272 3.18540 2.92356  -0.42
C23 -4.94715 3.97375 4.07173  -0.36
C24 -4.71779 3.39615 5.32788  -0.51
C25 -4.47745 2.02118 5.44027  -0.51
C26 -4.43345 1.21582 4.29861  -0.26
C27 -2.69575 0.86728 0.23592  -0.33
C28 -1.46771 0.41472 -0.18155  -0.40
C29 1.29410 -2.51559 1.79899  -0.76
C30 2.26769 -3.27131 2.43841  -0.76
H11 4.29606 -4.42821 3.68138  0.35
H12 5.10685 -4.73901 2.10651  0.31
H13 5.51560 -3.29528 3.03632  0.35
H14 5.00021 -2.30935 0.67752  0.41
H15 3.30727 -0.85898 -0.41692  0.42
H16 1.05307 -0.12598 -0.69319  0.46
H17 -0.39697 -0.98527 2.75761  0.63
H18 -2.58938 -0.23111 3.48709  0.04
H19 -5.06416 3.59382 1.92248  0.40
H20 -5.16436 5.04053 3.97454  0.36
H21 -4.74434 4.01909 6.22298  0.36
H22 -4.32787 1.55309 6.41633  0.37
H23 -4.27396 0.13716 4.35971  0.52
H24 -3.35741 1.44602 -0.41389  0.44
H25 -1.15964 0.61882 -1.20831  0.12
H26 0.24753 -2.65326 2.06665  0.72
H27 1.98268 -3.95374 3.24227  0.32

Properties
DFT total energy, eV: -50210.139
HOMO-LUMO gap, eV: 3.429
Relative energy (zero: lowest compared OMol25 entry of this formula, charge and spin), kcal/mol: 0.00

Among the records above, which one has the highest relative energy (zero: lowest compared OMol25 entry of this formula, charge and spin)? C30H27CaCl3N7O7S2